Entry 1:
Formula: C6H7N
Source: OMol25
Level of theory: ωB97M-V with the def2-TZVPD basis set

Cartesian coordinates (Å):
C 1.0369 -0.6839 1.4288
C 2.2239 -0.9699 0.9230
C 0.3994 0.5202 1.6043
C -3.2400 0.5754 -1.7115
C -2.0000 0.8293 -1.3435
C 3.4518 -0.8817 0.4472
N -0.0479 1.5477 1.9299
H 0.5675 -1.5649 1.9631
H -3.9075 0.1182 -1.1066
H -3.6880 0.6066 -2.7286
H -1.5134 0.6441 -0.2885
H -1.2999 1.3315 -1.9255
H 3.8275 -1.2618 -0.5204
H 4.1895 -0.8107 1.3283

Its HOMO energy is -10.029 eV. The energy above the lowest of the compared OMol25 structures with the same formula, charge and spin is 417.0 kJ/mol. Its SMILES is C=C=CC#N.C=C.


Entry 2:
Formula: C6H7N2
Source: OMol25
Level of theory: ωB97M-V with the def2-TZVPD basis set

Cartesian coordinates (Å):
C -0.8943 0.1370 -0.8563
C -1.7623 1.1067 -0.5250
C -0.1944 2.5011 0.4859
C 0.9718 3.0654 0.6491
C 0.6014 -1.5548 0.1288
C 0.4221 -2.9935 -0.1374
N -1.2874 2.1144 0.2323
N -0.2697 -0.7564 -0.3178
H -2.6646 1.2838 -1.1038
H 1.1164 3.9887 0.0589
H 1.6060 2.4551 1.3144
H 1.3938 -1.2313 0.9124
H -0.5140 -3.3563 0.3159
H 1.2304 -3.6787 0.1480
H 0.2447 -3.0812 -1.3055

The total charge is +1. Its HOMO energy (spin up / spin down) is -13.330 / -13.330 eV. The energy above the lowest of the compared OMol25 structures with the same formula, charge and spin is 410.5 kJ/mol. Its SMILES is C=C=NC=C=[N+]=CC.


Entry 3:
Formula: C6H7N2
Source: OMol25
Level of theory: ωB97M-V with the def2-TZVPD basis set

Cartesian coordinates (Å):
C -2.7872 0.0633 -0.0311
C -3.0250 1.1911 0.2927
C 2.4895 0.3135 0.3781
C 2.4428 -0.0842 -0.8633
C 1.3255 -0.5279 0.0100
C -0.9454 -1.3552 -0.2757
N -2.1910 -1.1530 -0.2829
N -0.1092 -0.0333 -0.0486
H 3.2352 0.7308 1.0800
H -3.4738 2.0661 0.6859
H 2.9009 -0.1591 -1.8624
H 1.2493 -1.4715 0.5085
H -2.6499 -1.8408 -0.8491
H -0.3981 0.5591 0.8230
H -0.3587 0.4922 -0.8105

The total charge is +1. Its HOMO energy is -14.269 eV. The energy above the lowest of the compared OMol25 structures with the same formula, charge and spin is 665.1 kJ/mol.


Entry 4:
Formula: C6H7N2O2S
Source: OMol25
Level of theory: ωB97M-V with the def2-TZVPD basis set

Cartesian coordinates (Å):
C -2.4651 0.5928 0.0755
C -1.9324 -0.4343 0.8345
C -1.5694 1.4982 -0.4830
C -0.5771 -0.6075 0.7947
C -0.1923 1.4488 -0.3705
C 0.3254 0.3525 0.2821
N 2.1113 -0.6329 -1.1896
N 1.8966 -2.0065 -1.0185
O 2.6349 1.5497 -0.0601
O 2.5841 -0.5853 1.3350
S 2.1056 0.2082 0.1632
H -3.4912 0.7612 0.0524
H -2.4231 -1.1834 1.4291
H -2.0937 2.4330 -0.9880
H 0.0044 -1.3161 1.3661
H 0.2426 2.3450 -0.8196
H 1.8768 -2.3527 -0.1157
H 0.9626 -2.0707 -1.2876

The total charge is -1. Its HOMO energy (spin up / spin down) is -3.141 / -3.140 eV. The energy above the lowest of the compared OMol25 structures with the same formula, charge and spin is 199.6 kJ/mol. Its SMILES is NN=[S@](=O)([O-])c1ccccc1.


Entry 5:
Formula: C6H7N2OS
Source: OMol25
Level of theory: ωB97M-V with the def2-TZVPD basis set

Cartesian coordinates (Å):
C 1.2790 0.2727 1.1320
C 2.6563 -0.0651 0.8986
C 0.2598 0.2949 0.3116
C 3.4513 0.3487 -0.2277
C -1.8594 -0.1747 -0.5706
C -2.1009 -1.1489 0.3278
N -0.7710 0.6808 -0.3482
N -2.7548 0.2750 -1.5581
O 3.9668 1.2595 -0.7803
S 3.0208 -1.2684 -0.4534
H 1.0713 0.1739 2.2899
H 3.3244 -0.2799 1.7865
H -3.0242 -1.7301 0.2285
H -1.3148 -1.3553 1.1475
H -0.7055 1.5738 -0.8302
H -3.7202 -0.1252 -1.5381
H -2.7789 1.2684 -1.8158

The total charge is +1. Its HOMO energy is -12.964 eV. The energy above the lowest of the compared OMol25 structures with the same formula, charge and spin is 379.0 kJ/mol. Its SMILES is C=C(N)[NH+]=C=C[C@H]1SC1=O.


Entry 6:
Formula: C6H7N2OS
Source: OMol25
Level of theory: ωB97M-V with the def2-TZVPD basis set

Cartesian coordinates (Å):
C -0.4107 1.6240 1.9058
C 0.6083 1.8632 0.9767
C -1.4690 0.6614 1.5695
C 0.5869 1.0414 -0.1767
C -1.3899 -0.1227 0.4285
C 0.4688 -1.6066 -1.9607
N -0.3128 0.0628 -0.2988
N 1.2370 -2.2569 -1.0919
O -0.1708 -0.4077 -1.6058
S 0.3506 -1.9859 -3.5040
H -0.8257 2.2459 2.7547
H 1.3427 2.6603 1.2560
H -2.4024 0.6454 2.0242
H 1.3376 1.1809 -0.9134
H -2.2729 -0.6271 0.2339
H 1.5569 -1.8932 -0.2215
H 1.7653 -3.0851 -1.3766

The total charge is +1. Its HOMO energy is -12.321 eV. The energy above the lowest of the compared OMol25 structures with the same formula, charge and spin is 258.5 kJ/mol. Its SMILES is NC(=S)O[n+]1ccccc1.


Entry 7:
Formula: C6H7N3O
Source: OMol25
Level of theory: ωB97M-V with the def2-TZVPD basis set

Cartesian coordinates (Å):
C 0.3309 -1.4639 0.0332
C -1.1331 -1.4115 -0.0634
C 0.0160 0.9891 -1.1780
C 1.4407 -1.3707 0.6879
C 0.2478 1.2111 1.1092
C -0.8653 1.0041 0.0827
N 1.4791 -0.8129 -0.6666
N 1.3582 0.6368 -0.6816
N 1.4145 1.0654 0.6465
O -1.6546 -0.1494 0.3507
H -1.4525 -1.6251 -1.0933
H -1.5761 -2.1519 0.6077
H -0.2939 0.2929 -1.9517
H 0.0827 1.9945 -1.5994
H 2.1163 -1.5129 1.4897
H 0.0720 1.4769 2.1357
H -1.5826 1.8273 0.0908

Its HOMO energy is -8.568 eV. The energy above the lowest of the compared OMol25 structures with the same formula, charge and spin is 582.7 kJ/mol. Its SMILES is C1=NN2C[C@H]1OCC1=CN12.


Entry 8:
Formula: C6H7N3O
Source: OMol25
Level of theory: ωB97M-V with the def2-TZVPD basis set

Cartesian coordinates (Å):
C 0.8764 1.0358 -1.9236
C 0.4931 2.3129 -1.5423
C -0.0637 2.5183 -0.2818
C -0.0251 0.2692 0.1657
C 0.5603 0.0111 -1.0899
C -0.3799 -2.0544 0.9302
H 1.4815 0.8225 -2.8937
H 0.5128 3.1017 -2.1597
H -0.3299 3.6402 0.0493
H 0.7628 -1.0517 -1.5271
H -0.2135 -0.3561 2.2762
H -0.9988 -3.5132 1.7418
H -1.2229 -2.2372 2.6745
N -0.2912 1.5459 0.5901
N -0.3174 -0.7003 1.1294
N -0.6377 -2.7748 2.0299
O -0.2068 -2.5698 -0.1690

Its HOMO energy is -8.765 eV. The energy above the lowest of the compared OMol25 structures with the same formula, charge and spin is 74.2 kJ/mol. Its SMILES is NC(=O)Nc1ccccn1.


Entry 9:
Formula: C6H7N3O4
Source: OMol25
Level of theory: ωB97M-V with the def2-TZVPD basis set

Cartesian coordinates (Å):
C -0.1368 1.8253 0.7373
C 0.9907 1.0717 0.9811
C 3.0753 -1.1445 -0.4225
C 2.1393 -0.3537 -0.7950
C -2.8554 -1.7687 0.3051
C -0.9861 1.1969 -0.1907
N -0.1343 0.1570 -0.8167
N -2.3264 1.1420 -0.1834
N 0.9081 -0.1042 0.0471
O -1.8660 -1.4252 0.8193
O -3.8316 -2.2788 -0.0204
O -2.9371 1.9845 0.4089
O -2.8575 0.3331 -0.8776
H -0.3887 2.6732 1.2683
H 1.9490 1.1130 1.4692
H 3.9954 -1.2118 -0.9111
H 2.9680 -1.9050 0.3641
H 2.1752 0.2225 -1.5894
H -0.6726 -0.5258 -1.1669
H 0.7914 -1.0014 0.5732

Its HOMO energy is -7.133 eV. The energy above the lowest of the compared OMol25 structures with the same formula, charge and spin is 755.8 kJ/mol. Its SMILES is C=C[N@H+]1C=CC(=[N+]([O-])[O-])N1.O=C=O.


Entry 10:
Formula: C6H7N3S
Source: OMol25
Level of theory: ωB97M-V with the def2-TZVPD basis set

Cartesian coordinates (Å):
C 2.2793 -0.0131 -0.2225
C 0.8892 -1.9267 0.3688
C 1.1004 -0.5887 -0.0075
C -0.2911 0.0087 0.0370
C -2.4646 -0.9948 0.1857
C 0.7894 2.4519 -0.3599
N 3.3136 0.4167 -0.3978
N -0.4267 -2.1772 0.4668
N -1.0623 -1.0622 0.1987
S -0.8136 1.7199 -0.0501
H 1.6590 -2.7763 0.3912
H -2.7808 -1.6516 -0.5746
H -2.8164 -1.1041 1.2572
H -2.6847 0.0408 0.0349
H 0.5958 3.4347 -0.3953
H 1.0894 1.8713 -1.2641
H 1.6241 2.3506 0.3316

Its HOMO energy (spin up / spin down) is -4.950 / -9.317 eV. The expectation value of S² is 2.0464. The energy above the lowest of the compared OMol25 structures with the same formula, charge and spin is 160.2 kJ/mol. The multiplicity is 3.


Entry 11:
Formula: C6H7NO
Source: OMol25
Level of theory: ωB97M-V with the def2-TZVPD basis set

Cartesian coordinates (Å):
C 1.7339 -0.7469 -0.1145
C 1.1461 -0.0902 0.9926
C -1.7099 -1.2701 -0.1822
C 0.7518 -1.2835 -0.9662
C -0.2428 0.2320 0.5935
C -0.5778 1.5131 -0.1976
N -0.5115 -0.8450 -0.4305
O -2.7921 -0.8549 0.0829
H 2.8216 -0.8354 -0.2376
H 1.5506 0.3636 1.9268
H 0.8328 -1.7519 -1.9337
H -0.9727 0.1816 1.3736
H -1.6403 1.5340 -0.3610
H 0.0163 1.5420 -1.0590
H -0.4060 2.3116 0.5129

Its HOMO energy (spin up / spin down) is -7.455 / -7.003 eV. The energy above the lowest of the compared OMol25 structures with the same formula, charge and spin is 362.3 kJ/mol.


Entry 12:
Formula: C6H7NO
Source: OMol25
Level of theory: ωB97M-V with the def2-TZVPD basis set

Cartesian coordinates (Å):
C -0.1286 1.4765 -1.8818
C -0.2495 0.6725 -0.7478
C 0.2821 0.7349 0.5642
C -0.7291 -0.3208 1.3478
C 0.0417 -1.3035 0.5175
C -0.4188 -0.7898 -0.9092
H 0.7280 2.4399 -1.6674
H -0.4615 1.1285 -2.7590
H 0.9248 1.6669 0.9067
H -0.6718 -0.4474 2.4392
H -1.7963 -0.4891 1.1777
H 0.3335 -2.3844 0.7662
H 1.6388 -0.5444 1.6029
N 1.2861 -0.4083 0.5693
O -0.7794 -1.4317 -1.9262

Its HOMO energy is -9.342 eV. The energy above the lowest of the compared OMol25 structures with the same formula, charge and spin is 429.2 kJ/mol. Its SMILES is C=C1C(=O)[C@@H]2C[C@H]1N2.


Entry 13:
Formula: C6H7NO
Source: OMol25
Level of theory: ωB97M-V with the def2-TZVPD basis set

Cartesian coordinates (Å):
C 1.6209 0.1723 -0.0837
C 0.9795 -1.2833 -0.1327
C -0.5751 -0.8161 0.3831
C -1.8656 0.9013 0.0460
C -0.5799 0.5676 0.0825
C 0.5620 1.2109 -0.0560
H 2.2998 0.4095 0.8953
H 2.2636 0.2756 -1.0639
H 1.2964 -2.1552 0.4614
H 0.7083 -1.4374 -1.1521
H -0.7152 -0.8115 1.5696
H -2.3627 1.9767 -0.0643
H 0.7484 2.2875 -0.4648
N -2.6605 -0.0567 -0.1555
O -1.7199 -1.2412 -0.2648

Its HOMO energy is -8.904 eV. The energy above the lowest of the compared OMol25 structures with the same formula, charge and spin is 431.4 kJ/mol. Its SMILES is C1=NO[C@H]2CCC=C12.


Entry 14:
Formula: C6H7NO
Source: OMol25
Level of theory: ωB97M-V with the def2-TZVPD basis set

Cartesian coordinates (Å):
C -2.2965 -1.0698 0.6777
C -0.9001 -0.6069 0.3375
C 0.5569 0.7292 -0.4144
C 1.1701 1.4627 -1.2462
C 1.3748 -0.1656 0.4765
C 0.2987 -0.9598 0.9359
H -2.9181 -0.4085 1.5224
H -2.1204 -2.0865 1.2803
H -3.0806 -1.0776 -0.0652
H 0.6572 2.3677 -1.7187
H 2.7751 2.0496 -2.2158
H 2.3337 -0.0718 0.7115
H 0.3406 -2.0978 1.4908
N -0.7077 0.5241 -0.3311
O 2.5163 1.4112 -1.4413

Its HOMO energy is -8.568 eV. The energy above the lowest of the compared OMol25 structures with the same formula, charge and spin is 332.2 kJ/mol. Its SMILES is CC1=N/C(=C/O)C=C1.


Entry 15:
Formula: C6H7NO
Source: OMol25
Level of theory: ωB97M-V with the def2-TZVPD basis set

Cartesian coordinates (Å):
C -0.1767 0.1208 1.6122
C 1.5925 -0.3525 -0.0814
C 0.2714 0.2651 -0.8819
C -0.4888 -0.1925 -2.0472
C -1.9493 0.4280 -0.4529
C -0.7606 0.3988 0.1639
H -0.2760 0.7054 2.4779
H -0.7412 -0.7833 1.8788
H 1.9174 1.0245 1.6409
H 2.4616 0.0606 -0.3304
H 1.8246 -1.4786 -0.1269
H -0.1554 -0.4958 -3.0457
H -2.9836 0.2783 -0.3856
N 1.3435 0.0179 1.4007
O -1.8793 0.0032 -1.8226

Its HOMO energy is -8.642 eV. The energy above the lowest of the compared OMol25 structures with the same formula, charge and spin is 379.8 kJ/mol. Its SMILES is c1occ2c1CNC2.